[1]
DFT (ωB97M-V with the def2-TZVPD basis set) results for a molecular structure, C43H40ClIIrN7OPS.

Frontier orbital gap (alpha / beta) in eV: 5.99 / 5.82
E_tot in Ha: -3722.3464
HOMO level (alpha / beta) in eV: -11.552 / -13.169
E_LUMO (alpha / beta) in eV: -5.57 / -7.35
Energy above the lowest of the compared OMol25 structures with the same formula, charge and spin in kcal/mol: 10.2

The geometry in ORCA input format:
```
! RIJCOSX wB97M-V def2-TZVPD def2/J DEFGRID3
* xyz 2 6
Ir 0.43 0.26 0.43
Cl -4.72 -3.02 4.26
C -3.72 -2.57 2.96
C -4.13 -2.84 1.66
C -3.35 -2.49 0.58
I -3.92 -2.97 -1.34
C -2.10 -1.80 0.76
O -1.35 -1.49 -0.18
C -1.69 -1.50 2.14
N -0.53 -0.83 2.28
C -0.07 -0.63 3.50
C -0.74 -1.06 4.65
C -1.96 -1.68 4.51
C -2.46 -1.92 3.23
H -5.07 -3.35 1.51
H 0.87 -0.09 3.58
H -0.31 -0.88 5.62
H -2.52 -2.00 5.38
N 1.84 1.07 -1.69
C 1.24 2.28 -2.20
C 2.02 3.30 -2.73
C 1.41 4.48 -3.13
C 0.04 4.65 -2.99
C -0.73 3.62 -2.47
C -0.14 2.43 -2.08
P -1.02 0.97 -1.45
C -1.06 -0.02 -2.99
C -0.55 -1.31 -3.06
C -0.55 -2.00 -4.27
C -1.07 -1.40 -5.41
C -1.58 -0.11 -5.34
C -1.56 0.58 -4.14
C -2.71 1.49 -1.09
C -2.90 2.41 -0.06
C -4.18 2.81 0.29
C -5.28 2.29 -0.38
C -5.10 1.37 -1.40
C -3.82 0.97 -1.76
H 2.85 1.16 -1.64
H 1.64 0.27 -2.29
H 3.09 3.17 -2.84
H 2.02 5.27 -3.55
H -0.42 5.58 -3.29
H -1.80 3.75 -2.36
H -0.17 -1.80 -2.18
H -0.14 -3.00 -4.32
H -1.09 -1.94 -6.35
H -1.98 0.37 -6.23
H -1.93 1.60 -4.11
H -2.04 2.83 0.45
H -4.31 3.54 1.08
H -6.28 2.60 -0.10
H -5.95 0.97 -1.93
H -3.69 0.25 -2.56
C 3.69 2.21 4.64
C 4.25 1.90 3.25
C 3.64 0.68 2.65
N 2.88 0.67 1.62
N 2.38 -0.57 1.28
C 2.79 -1.52 2.11
N 2.44 -2.80 2.03
S 3.84 -0.91 3.35
H 4.17 3.10 5.04
H 3.87 1.39 5.33
H 2.62 2.39 4.59
H 5.33 1.78 3.29
H 4.03 2.72 2.56
H 1.97 -3.15 1.20
H 2.89 -3.48 2.63
C 1.08 -3.56 -0.88
C 1.68 -4.62 -1.57
C 2.82 -4.41 -2.39
C 3.41 -5.45 -3.07
C 2.89 -6.74 -2.96
C 1.77 -6.98 -2.15
C 1.18 -5.94 -1.47
H 1.39 -2.54 -1.07
H 0.16 -3.72 -0.32
H 3.23 -3.41 -2.47
H 4.27 -5.28 -3.69
H 3.35 -7.56 -3.50
H 1.38 -7.98 -2.06
H 0.31 -6.13 -0.85
N 1.88 3.32 0.53
C 0.89 3.37 1.45
C 0.66 4.56 2.17
C -0.31 4.59 3.13
C -1.08 3.43 3.36
C -0.81 2.33 2.61
N 0.15 2.27 1.65
H 2.42 4.14 0.33
H 2.20 2.44 0.19
H 1.27 5.42 1.96
H -0.49 5.49 3.70
H -1.86 3.41 4.10
H -1.42 1.44 2.71
*
```


[2]
DFT (ωB97M-V with the def2-TZVPD basis set) results for 9 unconnected molecules or ions with the total composition C30H78O30P6S3 at a distorted geometry.

Frontier orbital gap in eV: 10.64
E_tot in Ha: -6690.2351
HOMO level in eV: -10.213
Structure (SMILES): COP(=O)(OC)OC.COP(=O)(OC)OC.COP(=O)(OC)OC.COP(=O)(OC)OC.COP(=O)(OC)OC.COP(=O)(OC)OC.O=S1(=O)CCCC1.O=S1(=O)CCCC1.O=S1(=O)CCCC1
E_LUMO in eV: 0.43
Energy above the lowest of the compared OMol25 structures with the same formula, charge and spin in kcal/mol: 17.7

The geometry in ORCA input format:
```
! RIJCOSX wB97M-V def2-TZVPD def2/J DEFGRID3
* xyz 0 1
C -9.48 17.76 10.59
O -10.93 17.47 10.67
P -11.42 15.98 10.41
O -10.47 14.95 10.85
O -12.81 16.09 11.18
C -13.42 14.77 11.62
O -11.84 15.94 8.91
C -11.19 15.11 7.95
H -9.30 18.41 9.71
H -8.78 16.90 10.41
H -9.11 18.18 11.49
H -12.59 14.09 11.88
H -13.94 14.46 10.72
H -14.08 14.98 12.49
H -10.09 15.26 8.04
H -11.59 15.46 7.00
H -11.48 14.09 8.17
C -11.75 11.77 17.49
O -10.42 11.93 17.01
P -9.25 12.09 18.07
O -9.25 13.15 19.08
O -8.11 12.21 17.01
C -7.13 13.28 17.06
O -9.01 10.65 18.74
C -9.02 9.52 17.80
H -11.87 10.82 18.08
H -12.34 11.80 16.60
H -12.01 12.55 18.22
H -7.23 13.77 17.97
H -7.28 13.95 16.24
H -6.13 12.82 16.96
H -9.28 8.62 18.32
H -8.07 9.36 17.31
H -9.75 9.69 17.01
C -18.98 13.60 12.13
O -17.63 13.33 12.60
P -17.06 14.25 13.69
O -16.44 15.48 13.24
O -18.22 14.59 14.70
C -18.58 15.89 14.99
O -16.18 13.11 14.34
C -14.93 13.33 15.01
H -19.04 13.72 11.08
H -19.29 14.54 12.59
H -19.57 12.81 12.58
H -17.68 16.46 15.33
H -19.30 15.84 15.79
H -19.05 16.48 14.20
H -14.95 14.21 15.53
H -14.08 13.23 14.30
H -14.76 12.56 15.78
C -4.39 18.24 10.18
O -4.17 17.37 11.32
P -5.39 17.19 12.35
O -6.73 17.66 11.93
O -5.37 15.70 12.66
C -6.52 14.78 12.72
O -4.68 17.92 13.60
C -5.45 18.21 14.74
H -3.51 18.13 9.52
H -4.28 19.23 10.68
H -5.31 18.09 9.69
H -6.61 14.44 13.73
H -6.28 14.05 12.00
H -7.41 15.40 12.41
H -4.82 18.52 15.53
H -6.03 17.34 15.06
H -6.18 18.98 14.58
C -14.39 16.74 18.06
O -14.96 15.42 17.74
P -16.13 14.81 18.58
O -17.17 15.77 19.11
O -16.71 13.80 17.50
C -17.98 13.16 17.66
O -15.40 13.91 19.68
C -14.53 12.89 19.35
H -14.24 16.71 19.12
H -15.05 17.57 17.70
H -13.45 16.77 17.57
H -18.66 13.88 18.12
H -17.84 12.41 18.42
H -18.34 12.72 16.73
H -13.90 12.82 20.22
H -13.92 13.14 18.50
H -15.06 11.99 19.09
C -10.54 19.98 18.73
O -10.68 18.94 19.82
P -10.50 17.40 19.46
O -9.95 17.09 18.12
O -11.87 16.69 19.91
C -12.06 15.27 19.63
O -9.67 16.93 20.77
C -8.29 17.39 20.78
H -9.89 20.69 19.17
H -11.50 20.48 18.59
H -10.10 19.54 17.80
H -12.78 15.15 18.78
H -12.36 14.81 20.55
H -11.11 14.76 19.32
H -8.21 18.29 21.38
H -7.87 17.57 19.80
H -7.67 16.60 21.21
C -9.44 10.43 11.75
C -10.13 10.98 13.09
C -9.08 11.79 13.87
S -7.57 10.90 13.63
O -7.47 9.91 14.65
O -6.45 11.76 13.49
C -8.01 10.14 12.08
H -9.48 11.20 10.96
H -9.88 9.50 11.40
H -10.31 10.10 13.69
H -11.07 11.50 13.01
H -9.25 11.71 14.95
H -9.10 12.79 13.54
H -7.84 9.05 12.24
H -7.23 10.43 11.33
C -15.64 18.35 11.49
C -16.50 18.57 12.78
C -15.47 18.68 13.89
S -14.25 19.82 13.29
O -12.96 19.48 13.81
O -14.59 21.19 13.54
C -14.50 19.40 11.56
H -16.19 18.57 10.58
H -15.26 17.35 11.51
H -17.29 17.80 12.87
H -16.95 19.55 12.64
H -14.94 17.75 14.00
H -15.81 19.09 14.84
H -13.57 18.95 11.15
H -14.84 20.35 11.08
C -10.58 17.33 15.07
C -9.28 16.46 15.19
C -9.68 15.02 15.50
S -11.41 14.93 15.12
O -12.19 14.92 16.38
O -11.65 13.75 14.23
C -11.50 16.54 14.24
H -10.38 18.25 14.57
H -10.95 17.53 16.09
H -8.74 16.93 16.01
H -8.61 16.60 14.31
H -9.58 14.81 16.56
H -9.13 14.34 14.86
H -12.55 16.74 14.22
H -11.07 16.37 13.24
*
```


- Number 1 is which compound?
  C43H40ClIIrN7OPS